(1)
ORCA calculation (ωB97M-V with the def2-TZVPD basis set) on a cluster of 2 separate species, C6H15NO3 in total.

Structure (ORCA input):
```
! wB97M-V def2-TZVPD RIJCOSX def2/J DEFGRID3
* xyz 0 1
O 1.65152 0.38011 1.64479
O 0.85126 -1.48618 -0.20362
O 0.52024 1.23639 1.65123
N -0.39257 -0.25323 -1.61079
C -0.73420 0.01586 3.37302
C 1.72118 -1.15138 -2.40612
C -0.56859 0.42847 -2.87030
C -0.03596 1.30285 2.94430
C -1.42179 -0.07263 -0.61077
C 0.69803 -0.98337 -1.31076
H -1.13447 0.13337 4.37605
H -0.02278 -0.80657 3.37145
H 1.26357 -1.52812 -3.31748
H -2.40543 -0.21842 -1.05814
H -1.54738 -0.22178 2.69110
H -1.42478 1.09425 -2.79129
H 2.19785 -0.19689 -2.62075
H 0.30785 1.02787 -3.12106
H -1.26545 -0.81449 0.17011
H -0.75288 -0.27858 -3.68433
H -0.74808 2.12918 2.86487
H 2.47853 -1.85087 -2.06349
H 1.37776 -0.37818 1.08097
H 0.74454 1.56907 3.66744
H -1.35797 0.92325 -0.16644
*
```

Results
HOMO energy in eV: -9.365
Structure (SMILES): CC(=O)N(C)C.CCOO



(2)
ORCA calculation (ωB97M-V with the def2-TZVPD basis set) on an isolated molecule of C6H11F in a non-equilibrium geometry.

Structure (ORCA input):
```
! wB97M-V def2-TZVPD RIJCOSX def2/J DEFGRID3
* xyz 0 1
F 2.30168 -0.83506 -0.67897
C 1.90510 0.06820 0.26219
C -1.92967 -0.06823 -0.34211
C -0.45008 -0.40535 -0.10983
C -0.25696 -1.89761 0.17533
C 0.49361 0.51103 0.05808
C 0.28520 1.98275 -0.08025
H -2.14140 0.89492 -0.88493
H -2.44894 -0.00989 0.59174
H -2.39975 -0.86266 -0.89435
H -0.22760 2.31163 -1.01528
H 2.62281 0.87512 0.18344
H 1.87151 -0.45017 1.22958
H -0.56432 -2.41956 -0.67816
H 0.80223 -2.15547 0.28007
H -0.32696 2.32479 0.76922
H -0.79938 -2.29998 1.07527
H 1.26296 2.43554 0.05898
*
```

Results
HOMO energy in eV: -8.934
Structure (SMILES): CC(C)=C(C)CF



(3)
ORCA calculation (ωB97M-V with the def2-TZVPD basis set) on a cluster of 2 separate species, C4H12N2S in total in a non-equilibrium geometry.

Structure (ORCA input):
```
! wB97M-V def2-TZVPD RIJCOSX def2/J DEFGRID3
* xyz 0 1
S -0.00933 1.00642 1.46008
N -2.14748 -0.68434 -1.26523
N -2.88168 0.07028 0.78795
C 0.97734 0.92653 -0.04783
C -3.12402 -0.25305 -0.42224
C 1.77303 -0.39158 -0.20009
C 2.95291 -0.44283 0.79624
H 0.40006 1.02513 -0.96765
H 2.24417 -0.37835 -1.18360
H -4.10429 -0.12747 -0.87955
H -1.19399 -0.40059 -1.10412
H -2.42886 -0.61400 -2.22609
H 1.72512 1.72137 -0.02848
H 1.12844 -1.25176 -0.03196
H -3.71041 0.36525 1.29885
H 2.62058 -0.38358 1.83032
H 3.54039 -1.34738 0.63982
H 3.60638 0.40619 0.59064
H -1.36836 0.75377 0.95294
*
```

Results
HOMO energy in eV: -8.102
Structure (SMILES): [H]/N=C/N.CCCS



(4)
ORCA calculation (ωB97M-V with the def2-TZVPD basis set) on a structure of composition C25H27BClF2MnN4O6 in a non-equilibrium geometry.

Structure (ORCA input):
```
! wB97M-V def2-TZVPD RIJCOSX def2/J DEFGRID3
* xyz -1 6
Mn -0.38775 0.30044 0.53897
Cl 5.52845 5.77180 5.04700
F -2.81337 0.94502 1.49801
F -2.04717 -0.68099 2.89220
O 1.80770 2.96604 2.27632
O 1.18815 1.33076 -1.03379
O -2.16758 -1.03455 0.53148
O 3.69776 2.16267 -0.81622
O 2.05700 4.96111 0.38999
O -0.05683 2.23011 1.30549
N 1.14821 -0.77562 -2.03018
N 4.35987 1.04761 1.85269
N 0.11227 -1.06559 -1.20966
N 1.25758 -1.08605 1.89420
C 4.37292 0.40252 -4.53755
C 4.50520 5.56309 3.66141
C 3.91428 1.54411 -2.04409
C -0.23862 -2.34597 -1.26788
C -2.82381 -4.56503 1.27091
C -1.23935 -4.43422 -0.52680
C 0.87844 3.04847 1.46694
C -2.03916 -5.18373 0.29924
C 0.80948 4.30157 0.54303
C -2.82233 -3.17801 1.35423
C 1.70130 0.39383 -1.91668
C -1.17021 -3.01878 -0.45020
C 3.65668 -0.16842 2.26935
C 2.81808 5.17309 1.50601
C 5.10068 1.77609 -2.71071
C -2.04156 -2.41929 0.50685
C 2.92020 0.71069 -2.61574
C 3.28275 6.20351 3.62550
C 3.18883 0.15638 -3.88169
C 2.43055 6.03235 2.54536
C 4.09608 4.61525 1.51970
C 4.93422 4.78585 2.60084
C 2.24090 -0.02131 1.70194
C 5.34433 1.20745 -3.95463
C 1.14350 6.79829 2.49896
B -2.20199 -0.25006 1.62427
H -2.05315 -6.26144 0.20154
H 3.77570 1.85326 2.08745
H 1.82231 0.89148 2.14124
H 2.98357 6.84972 4.43858
H 0.31661 -2.96615 -1.97440
H 5.23449 1.15813 2.35444
H 1.54735 -1.94611 1.43481
H 5.90309 4.31272 2.63872
H 0.32435 6.18815 2.87755
H 2.42311 -0.45624 -4.33218
H 1.22373 7.69446 3.11131
H 6.27377 1.40560 -4.46858
H 0.52761 3.97271 -0.45991
H 4.38604 4.01114 0.67455
H -3.44234 -5.14693 1.93696
H 4.17197 -1.03624 1.83571
H 1.89692 1.98285 -0.85621
H 0.91739 7.08970 1.47454
H 4.05740 1.65422 -0.06304
H 2.34912 0.11547 0.62349
H 3.61367 -0.29794 3.36318
H 1.11202 -1.28915 2.87971
H 4.53952 -0.02015 -5.52024
H 5.84489 2.40742 -2.24298
H -0.61608 -4.92358 -1.26263
H 0.02755 4.96743 0.93203
H -3.45123 -2.66786 2.07222
*
```

Results
<S²>: 9.0928
HOMO energy (alpha / beta) in eV: -2.267 / -2.669



(5)
ORCA calculation (ωB97M-V with the def2-TZVPD basis set) on an isolated molecule of C4H10N2OS.

Structure (ORCA input):
```
! wB97M-V def2-TZVPD RIJCOSX def2/J DEFGRID3
* xyz 0 1
S -1.15207 -0.06385 2.52033
O -1.25381 1.46301 -0.63908
N 1.65808 -0.69474 -2.85496
N -0.19847 -0.36875 -1.39626
C 0.47144 -0.19637 1.69492
C 0.98479 -1.15939 -1.64609
C 0.68621 0.82565 0.57942
C -0.32507 0.68299 -0.53767
H 0.67887 -2.19239 -1.80609
H 2.07807 0.21292 -2.69607
H -0.87525 -0.35352 -2.14697
H 1.60810 -1.12669 -0.75153
H 1.70645 0.71977 0.21214
H 1.21350 -0.02345 2.47320
H 2.39395 -1.33554 -3.12538
H 0.57448 1.82784 0.97937
H -1.80480 0.52182 1.50766
H 0.59852 -1.21437 1.33035
*
```

Results
HOMO energy in eV: -9.023
Structure (SMILES): NCNC(=O)CCS



(6)
ORCA calculation (ωB97M-V with the def2-TZVPD basis set) on a structure of composition C6H14N2 in a non-equilibrium geometry.

Structure (ORCA input):
```
! wB97M-V def2-TZVPD RIJCOSX def2/J DEFGRID3
* xyz 0 1
N -0.61966 1.49944 1.87978
N -1.21585 -0.71777 1.50923
C -0.46198 0.39504 0.93730
C 0.36623 -0.26101 -1.49476
C 0.98110 -0.07948 0.68674
C 2.04503 0.75974 0.64853
C -0.30381 -1.60345 -1.74940
C -0.87403 0.79107 -0.46061
H 0.12002 -2.07282 -2.64027
H 1.07763 -1.14710 0.84368
H -0.14613 -2.28591 -0.91270
H -1.37684 -1.50036 -1.90228
H -1.90351 0.55065 -0.71147
H -0.27245 1.21660 2.79010
H -0.53338 1.78184 -0.74536
H -0.10399 2.31660 1.57794
H 3.02199 0.41512 0.34455
H 0.25959 0.40067 -2.35354
H 1.44678 -0.39667 -1.54474
H -1.27366 -1.49045 0.85616
H 1.92779 1.82946 0.74178
H -2.16086 -0.40121 1.69935
*
```

Results
HOMO energy in eV: -8.339



(7)
ORCA calculation (ωB97M-V with the def2-TZVPD basis set) on the ion C6H9N3 with charge +2 in a non-equilibrium geometry.

Structure (ORCA input):
```
! wB97M-V def2-TZVPD RIJCOSX def2/J DEFGRID3
* xyz 2 1
N -0.03895 0.11403 -0.45127
N -1.98905 0.89508 0.81661
N 2.27882 -0.59611 -0.70390
C -0.37242 0.93730 -1.58021
C -0.94702 0.15310 0.69491
C 1.12199 -0.50065 -0.12058
C 0.42950 -1.61562 2.54836
C -0.51372 -0.80552 1.61417
C 0.75754 -1.26500 1.18057
H -1.14509 0.48311 -2.26244
H -2.36965 1.62911 0.21920
H 0.56739 1.13746 -2.10571
H 2.99361 -0.87573 -0.01852
H -0.91416 1.82494 -1.40535
H 0.96978 -1.09893 3.33094
H -2.42576 0.95354 1.72457
H 0.02535 -2.68578 2.56394
H 2.51919 0.01536 -1.44695
*
```

Results
HOMO energy in eV: -18.588



(8)
ORCA calculation (ωB97M-V with the def2-TZVPD basis set) on an isolated molecule of C5H8O4 in a non-equilibrium geometry.

Structure (ORCA input):
```
! wB97M-V def2-TZVPD RIJCOSX def2/J DEFGRID3
* xyz 0 1
O 1.45488 0.38695 2.46290
O 0.92995 0.23484 -1.56407
O -1.63282 0.97953 -1.95622
O 1.63034 -1.24891 0.46404
C -1.47730 -0.01576 -0.94088
C 0.50700 -0.49282 0.67512
C -2.55889 -0.99218 -0.36061
C 0.70438 0.89293 1.28099
C -0.02292 -0.07059 -0.71718
H -0.31057 1.57698 1.51240
H 1.60999 1.44766 0.58390
H 1.85153 1.29295 2.66296
H -0.75997 1.78017 -2.10402
H 2.04848 -1.17401 1.42031
H -3.63964 -1.06188 -0.77297
H -2.42495 -1.51852 0.58676
H -0.34726 -1.09205 1.23284
*
```

Results
HOMO energy in eV: -9.106
Structure (SMILES): C=C(O)C(=O)[C@@H](O)CO



(9)
ORCA calculation (ωB97M-V with the def2-TZVPD basis set) on a structure of composition C33H33IN4O2S2Sb2Se8W.

Structure (ORCA input):
```
! wB97M-V def2-TZVPD RIJCOSX def2/J DEFGRID3
* xyz -2 1
W 0.32884 0.59997 0.06165
I -2.42966 -1.05018 0.86760
Sb 0.63184 1.52931 -4.95432
Sb 0.74749 -0.83492 4.94103
Se -1.00405 -2.42432 4.62644
Se -0.10176 3.79422 -4.88120
Se 2.90242 1.02790 -4.35218
Se -0.75255 -0.03680 -6.11423
Se 0.55637 0.13662 2.34773
Se 0.30012 1.26629 6.04300
Se 3.06589 -1.42094 4.55308
Se -0.15877 1.15624 -2.16465
S 1.29257 2.82495 0.92115
S 2.61662 0.61956 -0.85039
O 0.61464 -2.32658 -5.26460
O 0.64176 -1.36501 -0.30110
N -1.42361 -1.73082 -1.89362
N 3.36181 -3.23293 -1.70464
N 4.85556 1.94702 -0.52918
N 3.75546 3.74572 1.29082
C 6.80322 0.56724 -1.05536
C 6.91863 0.05235 0.23280
C 8.12426 -0.46841 0.67191
C 9.22714 -0.48228 -0.17181
C 5.43378 4.62536 5.50973
C 5.54589 3.18346 -0.21965
C 2.87453 -3.48968 -2.92136
C 5.19648 3.58984 1.18747
C 0.75128 -2.51316 -2.41133
C 9.11624 0.02516 -1.45660
C -4.73732 -1.01396 -3.42128
C -1.30025 2.05384 0.47856
C 3.15844 -2.37975 0.53893
C 2.93864 2.84325 0.71704
C -2.77042 -1.44964 -2.09986
C 1.29879 -2.11644 -1.17643
C 7.90845 0.55051 -1.89504
C 3.41914 3.08253 4.37444
C 3.97398 2.71484 5.59241
C 5.48024 1.09914 -1.54155
C -3.48269 -1.08567 -0.95562
C 1.58854 -3.18789 -3.31359
C 4.98193 3.48269 6.15486
C 3.87096 4.22393 3.72105
C 1.14328 -3.51556 -4.71570
C 3.29156 4.61342 2.38488
C -5.43507 -0.65871 -2.27558
C -3.41122 -1.40713 -3.33583
C -0.66661 -2.29572 -2.73554
C 3.55767 1.81780 -0.21102
C 2.60231 -2.57813 -0.84083
C 4.87681 4.99450 4.29541
C -4.80283 -0.68903 -1.03844
H 3.06777 -3.30502 1.11188
H -6.46039 -0.31736 -2.34501
H 5.54642 2.84519 1.91048
H 4.21990 -2.13735 0.47320
H -5.21534 -0.94997 -4.39044
H -5.33394 -0.39141 -0.14357
H 5.41084 3.19427 7.10625
H 5.25431 3.95765 -0.94093
H 5.22162 5.89069 3.78988
H 2.61643 2.47773 3.96063
H 10.16771 -0.89382 0.17110
H 3.59720 1.82806 6.08311
H -1.10109 3.02346 0.01994
H 5.58905 1.68088 -2.46263
H 2.01146 -3.87381 -5.28144
H 6.05651 0.04736 0.88978
H 8.19750 -0.87375 1.67268
H -1.01034 -2.67862 -3.69773
H 0.40174 -2.39050 -6.19842
H 2.20492 4.57494 2.39986
H 0.39425 -4.32292 -4.71736
H -2.85132 -1.62678 -4.23523
H 5.66048 4.54471 1.43601
H 3.59055 5.63403 2.12864
H 7.82067 0.94552 -2.90000
H 2.63727 -1.61691 1.11109
H 4.80743 0.27134 -1.77257
H -1.46186 2.18214 1.54929
H 9.97136 0.01540 -2.12072
H 3.55333 -3.96656 -3.62175
H 6.61798 3.00972 -0.30578
H -2.20814 1.68697 0.01153
H 6.21371 5.23104 5.95511
*
```

Results
HOMO energy in eV: -2.792



(10)
ORCA calculation (ωB97M-V with the def2-TZVPD basis set) on a structure of composition C32H30BiN6Se.

Structure (ORCA input):
```
! wB97M-V def2-TZVPD RIJCOSX def2/J DEFGRID3
* xyz 3 1
Bi -0.10662 -0.15297 1.40245
Se -5.48248 -4.45268 -2.43238
N -0.41682 -1.95327 0.08343
N -5.58308 -2.92166 -1.54337
N 2.10891 0.00032 0.51768
N 0.07751 1.64059 0.02434
N -2.34783 -0.18838 0.75993
N -3.72883 -4.59363 -2.21368
C -3.34079 4.02655 -0.31513
C 1.46151 3.23300 -1.19934
C -1.92962 2.28194 -1.20946
C -0.94388 -4.25335 -1.35899
C 3.48616 -1.53428 -1.58708
C -5.01295 -0.55310 0.11829
C 4.39468 -2.03175 2.59726
C -0.39077 3.64678 2.04285
C 3.13538 -0.95244 0.88646
C 4.74777 -2.60050 0.28888
C -1.33401 3.42728 0.89100
C 2.39822 1.07751 -0.10859
C -4.61608 0.51902 0.88858
C 3.78297 -1.68072 -0.11880
C 3.41420 -1.11176 2.24961
C -2.72181 -1.25861 0.02586
C 3.76084 1.51022 -0.50643
C -2.48819 4.19694 0.76406
C 1.22714 1.99035 -0.42624
C -3.26735 0.67780 1.18580
C -3.34906 -3.56490 -1.49994
C 5.05368 -2.77303 1.62674
C 0.32689 -3.99817 -0.88319
C -4.05054 -1.46969 -0.33133
C -1.68032 -2.20108 -0.34529
C 2.72739 -0.30340 3.32003
C -1.09236 2.48435 -0.11176
C -1.59701 1.28251 -2.28034
C -3.06445 3.08025 -1.29221
C 0.55921 -2.83952 -0.16036
C -1.97473 -3.34713 -1.08205
C -4.37510 -2.63977 -1.12827
H 4.65402 -2.15801 3.64062
H 2.53197 0.72878 3.01609
H 3.92259 2.55209 -0.22617
H -2.46536 1.08357 -2.90505
H 4.30318 -1.01749 -2.09481
H -3.73196 2.96717 -2.13738
H 5.27033 -3.17974 -0.46254
H -4.22554 4.64372 -0.39995
H -1.17000 -5.14723 -1.92735
H -6.05192 -0.71098 -0.14316
H 4.52376 0.88659 -0.04964
H 1.79098 -0.76380 3.65476
H 2.56286 -0.99125 -1.79585
H 1.54055 -2.61761 0.23742
H 0.44797 4.28444 1.75176
H -0.89817 4.14697 2.86483
H 0.03500 2.71997 2.44350
H -1.25136 0.32805 -1.86965
H -2.71040 4.94495 1.51484
H 0.52891 3.70194 -1.49873
H -5.32795 1.24166 1.26179
H 3.86364 1.45202 -1.59427
H 2.07572 3.02115 -2.07587
H -0.80514 1.65187 -2.93740
H 2.02843 3.93815 -0.58257
H 1.14309 -4.68644 -1.05190
H 3.35136 -0.25282 4.21062
H 5.81488 -3.48451 1.91713
H -2.92249 1.53128 1.75720
H 3.40327 -2.51416 -2.05728
*
```

Results
HOMO energy in eV: -16.813



(11)
ORCA calculation (ωB97M-V with the def2-TZVPD basis set) on the ion C17H35N6O2S with charge +1 in a non-equilibrium geometry.

Structure (ORCA input):
```
! wB97M-V def2-TZVPD RIJCOSX def2/J DEFGRID3
* xyz 1 1
S -0.65535 -1.94029 2.48515
O -3.71433 1.42352 5.89827
O 4.73262 0.51374 -1.68208
N 2.62974 -1.10400 -0.67832
N -1.98944 1.25712 3.41373
N -0.58526 -1.03315 -3.00141
N -1.24897 0.33577 1.09798
N -0.21385 -1.13650 -0.09691
N -1.10366 0.86646 -0.12323
C 3.41821 -1.51938 -1.83233
C -0.47417 -0.01269 -0.84521
C -2.03182 -1.06185 -3.12846
C 3.45871 -0.30236 0.21109
C 0.51000 -2.31893 -0.48847
C 0.05843 -1.24147 -4.28522
C 3.98091 0.90913 -0.56373
C -3.39484 1.65393 3.53082
C -0.49947 1.51176 -2.82207
C -0.71016 -0.87912 1.12965
C 0.40094 2.62454 -2.30296
C -0.08154 0.13449 -2.27798
C -1.95258 -1.22276 3.57094
C 1.97125 -2.22065 -0.02241
C -3.74860 2.36036 4.84255
C 3.96560 -0.28242 -2.54774
C -1.60453 0.10359 4.24052
H 2.85236 0.04022 1.05319
H 4.26457 -2.15434 -1.52413
H 3.12729 1.52870 -0.88131
H -3.03447 3.17675 5.02943
H -0.52991 0.14729 4.42886
H -0.43798 1.48287 -3.91067
H -0.23503 -2.22186 -4.65805
H -1.53174 1.71656 -2.53940
H -2.32732 -2.05647 -3.45996
H -4.01851 0.76377 3.43836
H 4.64824 1.50457 0.06030
H 4.31503 -0.87818 0.59663
H -3.61661 2.33033 2.70235
H -1.64189 0.85775 1.97980
H 1.13980 -1.22511 -4.16025
H -2.48912 -0.86756 -2.15964
H -0.21986 -0.49420 -5.03814
H -4.08689 1.81742 6.69360
H -2.86639 -1.15631 2.98321
H -1.41117 2.05597 3.66251
H 1.01412 0.06221 -2.30122
H 3.13012 0.31008 -2.95553
H 0.03294 -3.18638 -0.02603
H 2.46622 -3.17672 -0.23372
H 1.43383 2.45831 -2.60187
H 0.35122 2.68182 -1.21909
H 4.62685 -0.57566 -3.36407
H 1.98354 -2.07269 1.06134
H 2.78173 -2.08907 -2.51219
H -2.07694 -1.99797 4.32590
H -2.41420 -0.33045 -3.84987
H -4.74976 2.79520 4.74035
H -2.12280 0.14112 5.20361
H 0.08232 3.57963 -2.71079
H 0.44256 -2.38644 -1.57568
*
```

Results
HOMO energy in eV: -11.354



(12)
ORCA calculation (ωB97M-V with the def2-TZVPD basis set) on an isolated molecule of C4H6OS in a non-equilibrium geometry.

Structure (ORCA input):
```
! wB97M-V def2-TZVPD RIJCOSX def2/J DEFGRID3
* xyz 0 1
S 0.11885 2.15982 -0.66066
O -2.49458 -0.18397 0.35712
C -0.29526 0.41869 -0.35510
C 0.96808 -1.63375 0.06988
C -1.48329 0.47951 0.54258
C 0.73946 -0.35269 0.36139
H 1.68459 -2.12068 0.71731
H 1.26521 0.10443 1.27788
H -0.48968 -0.10800 -1.31705
H 0.50632 -2.14866 -0.73882
H -1.56241 1.33767 1.31515
H 1.04271 2.04764 -1.56969
*
```

Results
HOMO energy in eV: -9.614
Structure (SMILES): C=C[C@H](S)C=O



So what do the calculations give for energy above the lowest of the compared OMol25 structures with the same formula, charge and spin? Going down the list: 318.89 54.10 50.66 39.74 42.78 342.08 150.60 649.58 0.00 0.00 12.60 174.36 kJ/mol.